Molecular formula: C12H25N2O2P2RhS
Method: DFT, ωB97M-V/def2-TZVPD

**Kohn-Sham gap (spin up / spin down)**: 4.511 / 5.869 eV
**HOMO (spin up / spin down)**: -4.16 / -8.66 eV
**Spin multiplicity**: 5

XYZ file:
```
45
Properties=species:S:1:pos:R:3:forces:R:3
C 0.9871 -1.2729 -4.0696 2.7 0.8 2.0
C 1.0593 -0.8797 -2.7103 -0.5 -0.2 -1.1
N -0.1236 -0.7103 -2.0038 1.4 -0.1 0.4
C -1.3007 -1.0304 -2.5670 -1.5 -0.2 -0.6
C -1.3944 -1.3885 -3.9001 0.3 -0.1 -0.3
C -0.2423 -1.5029 -4.6637 -2.0 -0.5 -2.0
C 2.2840 -0.6377 -2.0467 -0.2 -0.4 -0.2
P 2.2300 -0.3959 -0.2871 -0.6 0.0 -0.1
Rh -0.0310 -0.1285 0.0617 0.2 0.7 2.3
P -2.2844 -0.0981 -0.1854 -0.1 -0.3 -0.6
C -2.5711 -1.0185 -1.7438 0.1 -0.1 0.3
O 1.9484 2.3568 -3.0652 0.7 -0.6 -0.5
O -0.7208 2.6020 -2.5778 0.6 0.3 -0.1
H 1.9569 -1.3636 -4.5700 -0.5 -0.1 -0.1
H -2.4022 -1.5813 -4.2863 0.5 0.0 -0.1
H -0.2919 -1.7489 -5.7206 -0.1 0.0 0.2
C 2.9902 -1.7807 0.5810 0.5 -0.2 -0.1
C 3.2417 1.0733 0.0709 0.4 -0.1 0.0
H -3.3996 -0.5708 -2.3053 0.1 0.0 0.1
H -2.9013 -2.0372 -1.4851 0.2 0.1 0.1
H 2.1955 1.4129 -2.9218 -0.3 0.5 0.0
H 3.2090 -0.8042 -2.5991 -0.1 0.0 0.1
C -3.2311 -0.8416 1.1466 -0.5 0.0 0.0
C -2.9886 1.5354 -0.5510 -0.3 0.1 0.3
H 0.2869 1.5724 -0.2498 -0.3 0.4 -0.6
H -0.7733 3.5275 -2.2960 0.0 -0.3 -0.1
H 0.2461 2.4585 -2.7733 -0.8 0.2 0.0
H 2.2303 2.5279 -3.9825 -0.2 0.0 0.5
H -0.1443 -1.6497 0.6313 0.0 0.6 -0.3
H -0.2575 1.4311 -0.8819 0.7 0.2 0.7
H 4.0334 -1.8880 0.2599 -0.1 -0.1 0.2
H 2.9321 -1.6005 1.6611 0.0 0.0 -0.2
H 2.4264 -2.6873 0.3390 0.1 0.2 0.1
H 4.2958 0.8501 -0.1464 -0.2 0.2 0.1
H 2.9082 1.9029 -0.5663 0.1 -0.2 0.2
H 3.1271 1.3506 1.1275 0.1 -0.1 -0.3
H -4.0439 1.4167 -0.8380 0.3 0.1 0.0
H -2.9334 2.1774 0.3383 0.0 -0.1 -0.2
H -2.4033 1.9849 -1.3694 -0.3 -0.2 0.3
H -4.3000 -0.8460 0.8989 0.1 -0.1 0.2
H -2.8634 -1.8635 1.2914 -0.1 0.2 0.0
H -3.0439 -0.2574 2.0570 -0.1 -0.2 -0.2
S 0.1505 1.0095 2.3656 0.0 0.0 -0.5
C 0.0102 0.0587 3.7040 -0.5 -2.9 3.6
N -0.1035 -0.6647 4.6609 0.4 2.6 -3.4
```
Positions in Å, forces in eV/Å.

Molecular formula: C12H25N2O7
Method: DFT, ωB97M-V/def2-TZVPD

**Kohn-Sham gap (spin up / spin down)**: 8.417 / 3.535 eV
**Charge**: +2
**HOMO (spin up / spin down)**: -15.22 / -15.22 eV
**Spin multiplicity**: 2

XYZ file:
```
46
Properties=species:S:1:pos:R:3:forces:R:3
O 0.4764 -0.8423 -1.3292 1.5 -0.5 0.3
H 0.7496 0.0729 -1.2325 0.5 2.1 0.4
H 0.1682 -0.8552 -2.2383 -1.2 -0.4 -2.4
H -0.1585 -1.1079 -0.6599 -1.3 -0.3 1.0
O -0.4908 -0.4371 -3.8307 -0.4 0.3 0.1
C -0.7126 -0.5380 -5.0506 -0.6 0.0 0.9
N -0.2597 -1.6339 -5.6822 0.0 0.1 -1.2
C -1.5336 0.5719 -5.7920 2.2 -0.5 -0.1
H 0.1432 -2.4158 -5.1858 0.1 0.5 0.3
H -0.0678 -1.6524 -6.6737 -0.5 0.1 0.0
H -1.6215 0.4099 -6.8663 -0.5 -0.5 0.2
H -0.8161 1.3923 -5.7767 -0.1 0.4 0.2
H -2.4415 0.9136 -5.2951 0.1 -0.5 0.0
O 1.0282 1.8398 -1.7395 0.1 -1.4 1.1
C 0.9762 3.0668 -1.7745 1.1 -0.6 -0.2
N 0.4034 3.6134 -2.8450 0.2 0.6 0.9
C 1.6143 3.9902 -0.7640 -0.5 0.5 0.3
H -0.0333 2.9243 -3.4404 -0.2 0.7 -0.4
H 0.3549 4.6220 -2.8680 -0.5 -0.3 -0.8
H 1.2503 3.8251 0.2501 -0.8 0.0 -0.2
H 1.3536 4.9979 -1.0875 0.3 0.2 0.5
H 2.6816 3.9276 -0.5517 0.2 -0.3 -1.0
O -1.1247 -1.3669 0.8254 -1.2 -0.7 2.4
C -1.7269 -1.6724 1.8784 2.6 1.1 -1.3
O -0.9880 -1.8018 3.0522 -0.1 0.0 -2.4
C -1.7538 -2.5014 4.0592 -0.4 1.9 0.2
C -3.0655 -2.7649 3.3760 -1.3 -1.2 -1.0
C -3.2038 -1.8311 2.1355 2.4 -0.3 1.4
H -1.9751 -1.7435 4.8107 0.4 -0.1 0.4
H -1.1213 -3.2784 4.4885 -0.5 -0.3 -0.3
H -3.8966 -2.6413 4.0704 0.0 -0.5 -0.2
H -3.0637 -3.7200 2.8507 -0.2 -0.6 0.9
H -3.4589 -0.8270 2.4741 -0.8 0.1 -0.6
H -3.6815 -2.3114 1.2815 -0.4 0.7 0.3
O 2.2904 -2.0291 1.1688 -0.7 1.7 1.3
C 2.0962 -1.0530 1.9290 -0.4 2.6 -1.0
O 1.6116 0.1695 1.5650 1.0 -4.9 -2.2
C 1.4369 1.0262 2.6633 -0.4 1.1 0.4
C 2.3908 0.5067 3.6719 0.4 1.9 2.2
C 2.6768 -0.9117 3.3695 0.3 -1.6 -1.0
H 0.3701 0.9703 2.8799 0.1 0.4 0.4
H 1.7776 1.9972 2.3039 -0.6 0.1 0.0
H 2.0754 0.6866 4.6996 -0.6 -0.5 0.0
H 3.2837 1.1314 3.6921 0.3 -0.3 -0.6
H 2.2529 -1.6569 4.0426 0.2 -0.1 -0.2
H 3.7328 -1.0621 3.1453 0.2 -0.5 0.6
```
Positions in Å, forces in eV/Å.

Molecular formula: C12H26AuClN3OTa
Method: DFT, ωB97M-V/def2-TZVPD

**Kohn-Sham gap**: 6.558 eV
**Charge**: +2
**HOMO**: -16.36 eV
**Energy above the lowest of the compared OMol25 structures with the same formula, charge and spin**: 1.5 kcal per mole

XYZ file:
```
45
Properties=species:S:1:pos:R:3:forces:R:3
N 2.0905 -0.3516 0.8368 -0.5 0.2 -0.5
C 2.9597 -0.7353 1.6165 1.9 -1.1 1.5
O 3.7926 -1.1277 2.3490 -2.4 1.2 -2.0
Au 0.6445 1.0987 -2.4209 -0.1 0.6 -0.4
Ta 0.3408 -0.0270 0.0137 2.1 -3.4 1.6
N -0.4155 -1.7704 -0.4797 0.5 2.3 -0.6
N -0.2643 1.8561 -0.5137 -0.6 -0.3 -0.8
C -0.2634 -3.1451 0.0311 0.2 -0.8 0.2
C 0.4639 3.1163 -0.2154 0.2 0.3 -0.4
C 0.7856 -3.8336 -0.8401 0.1 -0.2 0.0
C -1.6017 -3.8817 -0.0419 -0.1 -0.1 0.0
C 0.2077 -3.1452 1.4753 0.0 -0.1 0.3
C 0.1632 4.0999 -1.3404 0.0 0.5 0.3
C 0.0119 3.6529 1.1386 -0.1 0.1 0.2
C 1.9500 2.8126 -0.1952 0.1 0.2 0.2
H 0.4517 -3.9020 -1.8800 0.2 -0.2 0.1
H 0.9616 -4.8500 -0.4635 0.0 0.3 -0.2
H 1.7301 -3.2753 -0.8106 -0.1 -0.2 0.0
H -2.3856 -3.3065 0.4639 0.1 -0.2 -0.1
H -1.5016 -4.8509 0.4657 -0.1 0.3 -0.2
H -1.9068 -4.0810 -1.0745 0.0 0.0 0.2
H 1.1849 -2.6688 1.6037 -0.2 -0.1 0.0
H 0.3080 -4.1955 1.7928 0.0 0.5 0.0
H -0.5193 -2.6692 2.1432 0.1 -0.1 -0.1
H 0.3889 3.6378 -2.3113 0.0 0.2 -0.1
H 0.8083 4.9804 -1.2165 -0.3 -0.2 -0.2
H -0.8819 4.4258 -1.3316 0.3 0.1 -0.1
H -1.0581 3.8871 1.1414 0.3 0.1 0.1
H 0.5683 4.5809 1.3306 -0.2 -0.3 0.0
H 0.2319 2.9364 1.9395 0.0 0.2 -0.1
H 2.2060 2.0227 0.5262 0.1 0.4 -0.1
H 2.4818 3.7375 0.0745 0.0 -0.5 -0.1
H 2.2776 2.5062 -1.2023 0.2 0.1 0.1
C -1.7332 2.0258 -0.7134 -0.1 0.0 -0.7
H -2.2407 1.0520 -0.6810 0.1 0.1 0.0
H -2.1679 2.6745 0.0612 0.3 -0.3 -0.2
H -1.9169 2.4672 -1.7045 -0.2 -0.1 0.5
C -1.0994 -1.6778 -1.7850 -0.6 -0.1 0.0
H -2.1853 -1.5214 -1.6789 0.3 -0.1 -0.1
H -0.6724 -0.8572 -2.3965 -0.3 -0.2 0.0
H -0.9163 -2.6015 -2.3508 -0.1 0.4 0.0
Cl 0.2149 -0.0285 3.2676 -0.3 0.1 -0.2
C -0.7549 0.2298 1.7817 -0.9 0.3 1.3
H -1.5492 -0.5333 1.7552 0.1 0.4 0.2
H -1.1901 1.2361 1.8393 -0.1 -0.4 0.2
```
Positions in Å, forces in eV/Å.

Molecular formula: C12H26BiN6O6
Method: DFT, ωB97M-V/def2-TZVPD

**Kohn-Sham gap (spin up / spin down)**: 4.403 / 4.361 eV
**Charge**: +1
**HOMO (spin up / spin down)**: -10.46 / -10.45 eV
**Energy above the lowest of the compared OMol25 structures with the same formula, charge and spin**: 0.0 kcal per mole

XYZ file:
```
51
Properties=species:S:1:pos:R:3:forces:R:3
O 0.7251 -1.2937 -3.4543 0.5 -0.2 -0.5
H 0.3805 -1.2846 -4.3643 0.2 -0.1 0.4
Bi 0.5521 0.3238 -0.5107 -0.5 2.3 -0.8
N 1.9451 -1.9425 -0.8830 2.5 -0.1 -1.2
N -0.4037 -1.9783 0.1869 -2.1 0.3 1.7
N 0.6349 2.7644 -0.3284 -1.1 1.8 1.5
N -1.0917 1.3268 0.9627 -0.3 2.3 1.1
O 3.1011 -1.8618 -1.3390 -2.3 -0.2 1.1
O 1.5361 3.4261 -0.9938 -0.5 -0.8 0.1
O -1.9026 0.5424 1.7621 0.1 -1.3 -0.6
O -1.4811 -1.9593 0.8980 2.6 -0.9 -1.9
C 0.0231 -3.1747 -0.3134 0.5 -0.3 -0.2
C 1.2940 -3.1475 -0.9477 -1.1 -0.1 0.4
C -0.1055 3.4121 0.5941 1.6 -0.9 -1.8
C -1.1078 2.6303 1.2684 0.4 -3.2 -0.5
C 1.9022 -4.2299 -1.7435 0.0 -0.5 -0.2
H 1.8893 -3.9585 -2.8104 0.0 0.0 0.3
H 1.3608 -5.1699 -1.6227 0.1 0.2 -0.1
H 2.9476 -4.3815 -1.4462 -0.2 0.2 -0.1
C -0.8152 -4.3927 -0.1910 -0.1 -0.4 -0.1
H -1.7391 -4.2908 -0.7779 0.2 0.1 0.2
H -1.0986 -4.5666 0.8544 0.0 0.2 -0.2
H -0.2765 -5.2719 -0.5544 -0.2 0.2 0.1
C 0.1462 4.8226 0.9695 0.0 0.5 0.0
C -2.0025 3.2076 2.3125 -0.2 -0.1 0.2
H 0.7872 5.3143 0.2336 -0.2 -0.1 0.1
H 0.6543 4.8773 1.9451 -0.1 0.0 -0.2
H -0.8051 5.3621 1.0537 0.3 0.0 0.0
H -2.6294 2.4113 2.7220 0.1 0.3 0.0
H -2.6422 4.0003 1.8976 0.2 -0.2 0.0
H -1.4127 3.6594 3.1237 -0.1 -0.1 -0.3
H 1.6117 2.3228 -2.0575 0.3 0.2 0.0
H -1.7549 -0.3971 1.4015 -0.5 1.4 0.6
C -1.2618 0.3186 -1.8938 -0.3 0.0 0.3
H -1.0144 -0.1645 -2.8407 -0.1 0.2 0.3
H -1.5891 1.3552 -2.0490 0.1 -0.2 0.1
H -2.0711 -0.2260 -1.3948 0.1 0.1 -0.1
O 1.5462 1.3700 -2.4384 -0.1 -0.3 -0.4
H 1.6675 -1.0762 -3.5345 -0.2 0.0 -0.1
H 0.8426 1.3351 -3.1030 0.2 0.2 0.1
C 1.2146 0.7532 5.3524 0.5 0.4 0.0
N 0.4061 0.0491 4.3627 -0.4 -0.2 0.2
C -0.7144 -0.7821 4.8072 -0.3 -0.3 -0.3
C 0.8407 -0.0260 3.1326 0.9 0.1 -1.6
N 1.3085 -0.0353 2.0538 -0.7 -0.4 2.1
H 0.7463 0.6029 6.3285 0.2 0.1 -0.2
H 1.2443 1.8279 5.1175 0.0 -0.3 0.2
H 2.2443 0.3641 5.3644 -0.3 0.1 0.1
H -1.6300 -0.5137 4.2670 0.2 0.0 0.2
H -0.5169 -1.8490 4.6371 0.0 0.2 0.1
H -0.8550 -0.6026 5.8749 -0.1 -0.1 -0.3
```
Positions in Å, forces in eV/Å.

Molecular formula: C12H26FNO9Pb
Method: DFT, ωB97M-V/def2-TZVPD

**Kohn-Sham gap**: 3.672 eV
**Charge**: +2
**HOMO**: -11.79 eV

XYZ file:
```
50
Properties=species:S:1:pos:R:3:forces:R:3
Pb -1.0073 1.1820 -0.7785 0.5 -1.1 0.7
O -1.0381 -2.9386 -0.3027 0.5 -3.0 1.3
H -0.5079 -3.6342 -0.7252 -0.3 0.0 0.0
H -1.1808 -2.1436 -0.8897 -0.1 0.7 -0.8
H -0.4686 -2.5950 0.5022 0.6 1.2 1.4
O -3.1662 -1.0861 -4.1473 -0.5 -0.6 -0.2
H -2.8713 -1.3066 -5.0555 0.2 0.5 0.0
H -3.3437 -1.9276 -3.6734 0.1 0.2 0.4
H -2.6505 -0.4407 -3.6182 0.2 -0.4 0.0
O 0.9876 -0.8756 -3.1004 -0.2 -0.8 -1.5
H 0.3931 -0.1776 -3.4063 0.3 0.2 -0.1
H 0.6278 -1.1948 -2.2023 0.6 0.8 1.3
H 1.9147 -0.5660 -3.0309 -0.1 0.0 0.4
C 2.3742 -1.9892 2.3045 -2.3 -0.1 -2.2
C 1.4595 -1.6004 1.3185 1.7 -1.0 1.7
C 1.9441 -1.0644 -0.0278 2.8 0.0 0.8
O 1.0617 -0.4179 -0.7203 -2.3 0.5 -1.7
C 3.2804 -1.2327 -0.4395 -3.9 0.7 0.9
C 4.1578 -1.8042 0.5164 2.3 -2.7 -1.5
C 3.7202 -2.1150 1.9417 2.8 1.6 2.0
O 4.5894 -2.2602 2.8087 -0.5 -0.5 -1.3
O 5.2147 -2.2637 0.0710 -0.5 0.7 1.2
O 0.1936 -1.7242 1.5087 -1.6 0.2 -1.0
H 2.0773 -2.4870 3.2158 -0.3 0.4 0.1
H 3.6305 -1.1640 -1.4624 0.1 0.4 0.0
F -1.3752 -1.1883 -1.6400 -0.8 1.8 -2.2
C 1.6764 3.0162 -1.6864 0.9 0.1 -0.4
O 1.0542 2.3349 -0.5900 0.6 0.9 0.0
C 1.4544 2.8284 0.7036 -1.0 0.7 1.0
C 0.5586 2.1117 1.7207 0.9 -0.4 -0.7
N -0.8726 2.2677 1.4109 -0.7 0.6 -0.1
C -1.6823 1.5904 2.4440 0.7 -2.6 -0.6
C -2.9841 0.9427 1.9799 -1.1 1.0 0.3
O -2.8670 0.2540 0.7100 1.1 0.5 0.5
C -3.8041 -0.7860 0.5715 -2.3 -0.8 -0.1
H 1.0320 3.6638 -2.2844 -0.5 0.0 0.5
H 2.1285 2.3055 -2.3806 0.0 -0.3 0.2
H 2.4952 3.6276 -1.3105 0.0 0.0 0.0
H 1.3125 3.9133 0.7568 -0.4 0.1 -0.2
H 2.5096 2.7353 0.9637 0.1 -0.8 -0.4
H 0.7651 2.4163 2.7472 0.2 0.0 -0.1
H 0.7453 1.0414 1.5847 0.2 0.0 0.5
H -1.1041 3.2587 1.4778 0.0 0.1 -0.5
H -1.7570 2.1837 3.3526 -0.3 -0.1 0.0
H -1.1108 0.6712 2.6219 0.4 0.3 0.7
H -3.7845 1.6885 1.9454 -0.1 -0.1 -0.5
H -3.3159 0.2252 2.7301 0.3 -0.1 0.1
H -3.7436 -1.7048 1.1637 1.2 0.3 0.4
H -3.9210 -1.1368 -0.4535 0.6 0.4 -0.2
H -4.8019 -0.4331 0.8541 0.0 0.4 -0.1
```
Positions in Å, forces in eV/Å.

What did the second record say?
Molecular formula: C12H25N2O7
Method: DFT, ωB97M-V/def2-TZVPD

**Kohn-Sham gap (spin up / spin down)**: 8.417 / 3.535 eV
**Charge**: +2
**HOMO (spin up / spin down)**: -15.22 / -15.22 eV
**Spin multiplicity**: 2

XYZ file:
```
46
Properties=species:S:1:pos:R:3:forces:R:3
O 0.4764 -0.8423 -1.3292 1.5 -0.5 0.3
H 0.7496 0.0729 -1.2325 0.5 2.1 0.4
H 0.1682 -0.8552 -2.2383 -1.2 -0.4 -2.4
H -0.1585 -1.1079 -0.6599 -1.3 -0.3 1.0
O -0.4908 -0.4371 -3.8307 -0.4 0.3 0.1
C -0.7126 -0.5380 -5.0506 -0.6 0.0 0.9
N -0.2597 -1.6339 -5.6822 0.0 0.1 -1.2
C -1.5336 0.5719 -5.7920 2.2 -0.5 -0.1
H 0.1432 -2.4158 -5.1858 0.1 0.5 0.3
H -0.0678 -1.6524 -6.6737 -0.5 0.1 0.0
H -1.6215 0.4099 -6.8663 -0.5 -0.5 0.2
H -0.8161 1.3923 -5.7767 -0.1 0.4 0.2
H -2.4415 0.9136 -5.2951 0.1 -0.5 0.0
O 1.0282 1.8398 -1.7395 0.1 -1.4 1.1
C 0.9762 3.0668 -1.7745 1.1 -0.6 -0.2
N 0.4034 3.6134 -2.8450 0.2 0.6 0.9
C 1.6143 3.9902 -0.7640 -0.5 0.5 0.3
H -0.0333 2.9243 -3.4404 -0.2 0.7 -0.4
H 0.3549 4.6220 -2.8680 -0.5 -0.3 -0.8
H 1.2503 3.8251 0.2501 -0.8 0.0 -0.2
H 1.3536 4.9979 -1.0875 0.3 0.2 0.5
H 2.6816 3.9276 -0.5517 0.2 -0.3 -1.0
O -1.1247 -1.3669 0.8254 -1.2 -0.7 2.4
C -1.7269 -1.6724 1.8784 2.6 1.1 -1.3
O -0.9880 -1.8018 3.0522 -0.1 0.0 -2.4
C -1.7538 -2.5014 4.0592 -0.4 1.9 0.2
C -3.0655 -2.7649 3.3760 -1.3 -1.2 -1.0
C -3.2038 -1.8311 2.1355 2.4 -0.3 1.4
H -1.9751 -1.7435 4.8107 0.4 -0.1 0.4
H -1.1213 -3.2784 4.4885 -0.5 -0.3 -0.3
H -3.8966 -2.6413 4.0704 0.0 -0.5 -0.2
H -3.0637 -3.7200 2.8507 -0.2 -0.6 0.9
H -3.4589 -0.8270 2.4741 -0.8 0.1 -0.6
H -3.6815 -2.3114 1.2815 -0.4 0.7 0.3
O 2.2904 -2.0291 1.1688 -0.7 1.7 1.3
C 2.0962 -1.0530 1.9290 -0.4 2.6 -1.0
O 1.6116 0.1695 1.5650 1.0 -4.9 -2.2
C 1.4369 1.0262 2.6633 -0.4 1.1 0.4
C 2.3908 0.5067 3.6719 0.4 1.9 2.2
C 2.6768 -0.9117 3.3695 0.3 -1.6 -1.0
H 0.3701 0.9703 2.8799 0.1 0.4 0.4
H 1.7776 1.9972 2.3039 -0.6 0.1 0.0
H 2.0754 0.6866 4.6996 -0.6 -0.5 0.0
H 3.2837 1.1314 3.6921 0.3 -0.3 -0.6
H 2.2529 -1.6569 4.0426 0.2 -0.1 -0.2
H 3.7328 -1.0621 3.1453 0.2 -0.5 0.6
```
Positions in Å, forces in eV/Å.